1.
{
  "formula": "C3H5FO",
  "method": "wB97M-V/def2-TZVPD",
  "orbital_gap_ev": [8.97, 8.46],
  "e_homo_ev": [-8.6, -7.9],
  "fmax_ha_per_bohr": 0.0388,
  "symbols": ["C", "C", "C", "O", "F", "H", "H", "H", "H", "H"],
  "coordinates": [[1.4731, 0.4730, 0.1277], [-1.1901, 1.3277, -0.1030], [0.9563, -0.9023, 0.1882], [2.5933, 0.8886, 0.1647], [-1.7730, 0.2260, 0.4186], [-1.3025, 1.3860, -1.1710], [-1.2943, 2.1950, 0.5243], [0.4510, -1.1300, -0.7487], [0.2112, -0.9729, 0.9785], [1.7613, -1.6214, 0.3666]],
  "forces_ev_per_a": [[1.254, 1.197, -0.048], [0.489, -0.233, 0.125], [0.145, -0.777, 0.195], [-1.920, -0.542, -0.069], [-0.023, 0.021, 0.019], [0.050, 0.056, -0.214], [0.059, 0.163, 0.107], [-0.044, 0.044, -0.030], [-0.013, 0.036, -0.044], [0.003, 0.034, -0.039]],
  "lowdin_charge": [-0.21, -0.04, -0.09, 0.08, -0.08, 0.05, 0.05, 0.09, 0.07, 0.08]
}

2.
{
  "formula": "C10H16O",
  "method": "wB97M-V/def2-TZVPD",
  "orbital_gap_ev": 9.42,
  "smiles": "Cc1ccc(O)cc1.CCC",
  "e_homo_ev": -8.6,
  "fmax_ha_per_bohr": 0.0368,
  "symbols": ["C", "C", "C", "C", "C", "O", "C", "C", "H", "H", "H", "H", "H", "H", "H", "H", "C", "C", "C", "H", "H", "H", "H", "H", "H", "H", "H"],
  "coordinates": [[-2.3283, -1.5230, 1.1986], [-0.9050, -1.5853, 0.7082], [-0.5965, -1.7472, -0.6315], [0.7206, -1.7981, -1.0943], [1.7219, -1.4657, -0.2087], [3.0247, -1.6255, -0.6610], [1.4769, -1.1436, 1.1234], [0.1628, -1.2915, 1.5496], [-2.3610, -1.3239, 2.2611], [-2.8823, -2.4346, 0.9805], [-2.8369, -0.7218, 0.6486], [-1.3741, -1.8960, -1.3799], [0.9020, -2.0920, -2.1180], [3.5870, -0.9749, -0.1928], [2.2716, -1.1185, 1.8489], [-0.0132, -1.1493, 2.6058], [-0.7227, 1.9514, -1.6672], [0.4563, 2.4863, -0.8494], [0.3196, 2.2085, 0.6333], [-1.6439, 2.1781, -1.1026], [-0.8394, 2.5004, -2.6001], [-0.7350, 0.8745, -1.8205], [1.3677, 2.0489, -1.2497], [0.5253, 3.5634, -1.0276], [-0.6590, 2.4992, 1.0276], [0.1563, 1.1312, 0.7980], [1.2044, 2.4490, 1.2195]],
  "forces_ev_per_a": [[0.104, 0.038, -0.656], [0.233, 0.750, 0.037], [0.149, -0.600, -0.722], [-1.049, 0.403, 0.437], [1.463, -0.437, -0.085], [0.184, 0.977, 0.355], [-0.970, -1.372, -0.657], [0.142, 0.259, 0.619], [-0.118, 0.064, 0.197], [0.036, -0.133, 0.087], [-0.051, -0.022, 0.303], [-0.074, -0.104, 0.286], [0.320, 0.198, 0.017], [-0.356, -0.654, -0.343], [0.251, 0.454, 0.010], [-0.226, 0.019, 0.175], [-0.818, 0.645, 0.740], [-0.191, 0.067, -0.410], [-0.676, -1.767, -0.002], [0.117, -0.089, -0.153], [0.189, -0.287, -0.240], [0.311, -0.010, -0.108], [0.288, -0.023, 0.098], [0.055, -0.012, 0.058], [0.401, 1.128, 0.169], [0.592, 0.006, -0.390], [-0.308, 0.503, 0.178]],
  "lowdin_charge": [-0.05, -0.29, -0.06, -0.01, -0.32, 0.02, -0.03, -0.07, 0.07, 0.08, 0.08, 0.12, 0.12, 0.11, 0.12, 0.11, -0.12, -0.31, -0.12, 0.07, 0.06, 0.05, 0.09, 0.10, 0.07, 0.04, 0.07]
}

Ordered energy above the lowest of the compared OMol25 structures with the same formula, charge and spin results: 320.42 106.70; unit kJ/mol.